Computed, not measured: a 2-piece molecular cluster, C10H20 overall in a non-equilibrium geometry, with ωB97M-V with the def2-TZVPD basis set.

CARTESIAN COORDINATES (ANGSTROEM)
C: 3.99 -3.33 2.03
C: 1.76 -2.42 1.13
C: -1.88 2.86 -0.77
C: -2.74 0.68 0.27
C: -0.04 -2.11 -0.63
C: -1.53 3.76 -1.90
C: -0.28 4.58 -1.47
C: 0.29 -2.54 0.77
C: -2.32 1.56 -0.88
C: 2.55 -3.41 1.61
H: -0.44 5.01 -0.46
H: 2.13 -4.43 1.67
H: 0.04 5.39 -2.15
H: -2.42 1.10 -1.87
H: -1.14 -2.10 -0.79
H: -0.17 -1.91 1.55
H: -2.43 4.41 -2.00
H: -2.51 1.19 1.22
H: -3.81 0.45 0.25
H: 0.42 -2.72 -1.41
H: -0.14 -3.56 0.87
H: -1.85 3.28 0.24
H: 4.30 -2.29 2.24
H: -2.17 -0.27 0.24
H: -1.47 3.13 -2.81
H: 2.19 -1.42 1.06
H: 4.22 -3.95 2.91
H: 0.52 3.83 -1.41
H: 0.33 -1.07 -0.71
H: 4.58 -3.70 1.18

Computed properties:
Orbital gap in eV: 9.9802
Maximum force in Eh/bohr: 0.065
M in g/mol: 140.270
E in hartree: -392.95605
Structure (SMILES): C/C=C/CC.C/C=C/CC